C35H33CuF12N6O2S2 as an isolated structure. Source: the Open Molecules 2025 dataset; level of theory: ωB97M-V/def2-TZVPD.

## Properties
Kohn-Sham gap (alpha / beta) = 5.86 / 5.36 eV
ΔE to the lowest compared entry with this formula, charge and spin = 118.49 kcal per mole
multiplicity = 2
molar mass = 925.34 g/mol
total charge = -1
<S²> = 0.753

The geometry in XYZ format:
```
91
Properties=species:S:1:pos:R:3:forces:R:3:lowdin_charge:R:1
Cu 0.11857 1.16445 -1.62098 0.36 -0.23 -0.05 0.786
C -1.92817 -1.95327 4.03408 0.12 0.12 -0.02 -0.037
C -1.13642 -1.09857 3.09152 0.11 0.06 0.39 -0.270
C -0.22004 -0.22749 3.51519 0.02 -0.36 0.07 -0.026
C 0.67641 0.54346 2.60857 -0.16 0.07 0.37 -0.153
C 0.19642 1.09652 1.18984 0.01 0.59 -0.16 -0.300
N 0.76292 2.23262 0.62960 0.44 -0.67 -0.30 0.098
C 0.10899 3.39954 0.60445 0.24 0.02 0.70 -0.265
C -0.75596 3.80746 1.64736 -0.08 -0.06 -0.13 -0.019
C -1.24717 5.08689 1.72249 -0.06 0.14 -0.14 -0.068
C -0.93635 6.02675 0.74819 -0.09 0.10 -0.06 -0.296
C -1.43179 7.44137 0.83540 0.09 -0.06 -0.08 -0.076
C -0.17118 5.61512 -0.33946 -0.16 0.00 0.31 -0.004
C 0.32868 4.33096 -0.44508 -0.11 -0.22 -0.12 -0.070
C 1.10444 3.90625 -1.69844 0.31 0.82 -0.02 -0.349
O 1.27051 2.59635 -1.97064 -0.55 -0.80 -0.36 -0.171
C 0.45464 4.53679 -2.98062 0.00 0.27 -0.38 -0.541
F 0.68326 5.85211 -3.19374 0.10 0.18 0.21 0.123
F -0.88353 4.40243 -2.98108 -0.22 -0.29 0.14 0.137
F 0.89271 3.93501 -4.09227 0.09 -0.22 -0.11 0.143
C 2.53918 4.49485 -1.55543 0.38 0.27 0.06 -0.546
F 2.59497 5.83780 -1.42566 -0.26 0.12 0.05 0.133
F 3.31823 4.20882 -2.61036 0.08 -0.21 -0.39 0.143
F 3.16073 4.00390 -0.48141 -0.08 -0.30 0.20 0.161
C -0.77183 -0.71905 0.44036 0.07 -0.14 -0.70 -0.054
C -1.70114 -1.00622 1.70256 -0.15 -0.13 0.33 -0.128
C -1.00170 -1.42673 -0.93402 -0.50 -0.78 0.15 -0.301
O -0.82406 -0.54210 -1.93619 0.51 0.84 -0.25 -0.137
C -0.03846 -2.70420 -1.27952 -0.25 -0.28 0.42 -0.234
F -1.31986 -4.65984 -0.87370 0.20 0.18 0.17 0.001
F 2.06582 -2.63806 -0.27882 -0.05 -0.02 -0.33 -0.009
F -0.46995 -3.04988 -2.53515 0.45 0.06 -0.18 0.066
C -2.46822 -1.95669 -1.09226 -0.66 -0.15 0.00 -0.533
F -2.87341 -2.88258 -0.18449 0.23 0.07 0.29 0.109
F -2.74222 -2.48786 -2.27812 0.04 -0.07 -0.41 0.162
F -3.34981 -0.95614 -0.96315 0.06 0.42 0.03 0.099
H -1.48576 -1.94988 5.02632 0.02 -0.03 0.13 0.077
H -1.98824 -2.97954 3.67432 -0.04 -0.12 0.00 0.065
H -2.94599 -1.56769 4.11256 -0.18 -0.06 0.01 0.087
H 0.05591 -0.21165 4.56275 -0.07 -0.08 0.16 0.116
H 1.26238 1.28924 3.14434 -0.05 0.03 -0.05 0.137
H -0.99027 3.09551 2.42650 0.03 -0.12 0.14 0.103
H -1.87506 5.37107 2.55689 -0.09 0.06 0.12 0.099
H -2.01172 7.58887 1.74438 -0.06 0.08 0.05 0.063
H -2.06111 7.68694 -0.02079 -0.08 0.13 -0.03 0.070
H -0.59467 8.14049 0.84451 -0.02 0.15 0.02 0.071
H 0.02601 6.33835 -1.11599 0.02 0.07 -0.09 0.115
H -2.43805 -1.78855 1.54442 0.15 -0.04 -0.10 0.131
C -3.64424 2.55800 -1.42137 -0.04 0.06 -0.24 -0.046
C -2.93235 1.75103 -0.41425 -0.14 -0.21 0.54 -0.581
N -1.68153 1.57683 -0.40163 0.11 0.35 -1.10 0.107
C -1.21940 0.77321 0.65194 -0.46 -0.38 1.06 -0.348
C -2.29196 0.43466 1.66493 -0.60 0.49 0.11 -0.387
S -3.85113 0.99301 0.91952 0.14 0.19 -0.06 1.017
C 0.71669 -0.26062 0.60710 0.34 -0.08 0.98 -0.332
C 1.51399 -0.53783 1.88148 0.47 -0.28 0.03 -0.418
S 3.20552 -0.07830 1.45963 0.06 -0.05 -0.18 1.019
C 2.73496 0.21888 -0.22881 -0.03 -0.22 0.56 -0.597
N 1.53232 -0.03270 -0.51772 0.01 1.16 -0.75 0.052
C 3.76728 0.70728 -1.16209 0.00 0.21 -0.19 -0.059
H -2.92537 2.90895 -2.15834 -0.06 0.07 -0.03 0.078
H -4.12185 3.40767 -0.93353 -0.02 0.05 -0.03 0.087
H -4.41292 1.95461 -1.90202 -0.07 0.00 -0.06 0.084
H -2.24156 0.94247 2.62829 0.14 -0.11 -0.14 0.103
H 1.50296 -1.54455 2.29909 -0.05 0.10 0.06 0.102
H 4.35417 1.47284 -0.65815 0.06 0.10 -0.11 0.077
H 3.28212 1.13607 -2.03499 0.06 0.07 -0.06 0.078
H 4.43614 -0.10442 -1.45062 0.03 -0.07 0.00 0.078
C 0.02126 -6.17250 1.19746 0.13 0.05 0.02 -0.157
C -0.49754 -4.87004 1.79893 -0.07 -0.10 0.09 -0.187
N -0.10698 -3.77304 0.92559 -0.21 0.24 0.12 0.078
C -0.07049 -4.03608 -0.45830 -0.37 -0.25 -0.19 -0.354
N 1.31424 -2.22123 -1.41439 -0.09 -0.08 -0.26 -0.022
C 2.01363 -2.61016 -2.60946 0.06 -0.44 -0.15 -0.129
C 1.92544 -4.10730 -2.94282 0.07 0.10 0.15 -0.142
C 2.03554 -4.97007 -1.69092 0.10 -0.03 -0.18 -0.178
N 0.90749 -5.02614 -0.76906 0.17 -0.16 -0.07 -0.057
C 1.25640 -5.86078 0.36891 -0.14 -0.05 -0.07 -0.181
H -0.72938 -6.60558 0.53762 -0.02 -0.04 0.04 0.111
H 0.26436 -6.89611 1.97500 -0.03 -0.01 0.05 0.108
H -0.03675 -4.67226 2.77346 -0.08 -0.13 -0.03 0.115
H -1.58717 -4.92672 1.93263 0.11 0.04 0.00 0.114
H -0.60481 -2.92722 1.14512 -0.07 0.03 -0.04 0.085
H 3.04943 -2.30045 -2.45200 -0.06 0.04 -0.07 0.127
H 1.57717 -1.99656 -3.40116 0.14 -0.02 0.02 0.137
H 2.76138 -4.36932 -3.59734 0.00 -0.04 0.03 0.111
H 1.00280 -4.33025 -3.47469 0.10 -0.03 -0.02 0.110
H 2.94503 -4.66509 -1.14761 -0.03 -0.08 -0.03 0.119
H 2.18237 -6.01135 -2.00931 0.09 0.14 0.01 0.118
H 2.01623 -5.36457 0.99463 0.05 -0.08 0.00 0.131
H 1.67785 -6.78824 -0.03003 0.08 0.06 0.08 0.118
```
Forces are in eV/Å.



C35H33FIMoN6O7Se2 as an isolated structure. Source: the Open Molecules 2025 dataset; level of theory: ωB97M-V/def2-TZVPD.

## Properties
Kohn-Sham gap = 5.06 eV
ΔE to the lowest compared entry with this formula, charge and spin = 0.00 kcal per mole
multiplicity = 1
molar mass = 1049.45 g/mol
total charge = -1

The geometry in XYZ format:
```
86
Properties=species:S:1:pos:R:3:forces:R:3:lowdin_charge:R:1
Mo -1.98469 1.30352 -0.16685 0.84 -1.35 -1.11 1.232
C -1.03159 4.85572 2.25945 0.02 -0.05 -0.10 -0.005
C 0.18221 4.32772 1.57095 0.03 0.43 0.31 -0.247
N 1.37551 4.71502 1.96895 -0.69 0.13 0.15 0.125
C 2.45381 4.17612 1.40235 0.61 -0.44 -0.44 -0.115
C 2.42451 3.19362 0.43735 -0.01 -0.03 0.02 -0.147
C 3.70811 2.61232 -0.09175 -0.11 0.36 -0.18 -0.207
O 4.02601 1.34992 0.47725 0.07 -0.45 0.13 -0.060
C 1.15421 2.75202 -0.02915 -0.30 0.84 1.15 -0.075
C 1.01061 1.79242 -1.05765 -1.71 -0.48 -1.70 -0.042
N -0.14489 1.46542 -1.62625 1.77 1.29 1.77 -0.031
C -0.13309 0.84032 -2.84495 -0.06 -0.90 -1.47 -0.340
C 0.91051 1.00002 -3.77485 -0.11 0.07 0.46 -0.017
C 0.86961 0.39252 -5.00985 0.04 -0.15 -0.17 -0.086
C -0.22959 -0.36408 -5.39275 0.08 0.10 0.03 -0.086
C -1.29619 -0.47678 -4.52375 -0.04 -0.16 0.14 -0.112
C -1.24339 0.08472 -3.25955 0.21 0.15 0.36 -0.448
I -3.01659 2.91782 -2.50275 0.11 0.59 0.12 0.236
C 0.00261 3.37972 0.53095 0.09 -1.01 -0.98 -0.262
O -1.19249 3.07742 0.13055 0.70 1.97 0.60 -0.318
H -0.76489 5.70042 2.88605 0.05 0.05 0.05 0.076
H -1.44519 4.05522 2.87785 -0.11 0.01 -0.02 0.088
H -1.78569 5.14052 1.52725 -0.09 -0.02 0.05 0.087
H 3.40201 4.56352 1.75825 0.13 -0.07 -0.04 0.106
H 4.54541 3.26432 0.16425 -0.09 0.00 -0.04 0.119
H 3.67121 2.52452 -1.18775 0.07 0.08 0.13 0.115
H 3.27121 0.76522 0.34075 -0.01 -0.01 0.03 0.055
H 1.91081 1.31032 -1.44695 0.04 0.22 -0.16 0.122
H 1.74381 1.64092 -3.52585 0.05 0.10 -0.04 0.106
H 1.69051 0.53782 -5.69635 0.09 0.00 -0.07 0.099
H -0.26719 -0.82928 -6.36375 -0.01 -0.01 -0.19 0.098
H -2.20339 -0.98908 -4.82335 0.05 -0.06 -0.04 0.104
C 4.15061 0.25242 3.86225 -0.17 -0.16 0.01 -0.033
C 3.78751 -1.06438 3.17605 0.76 -0.01 0.45 -0.302
C 4.99081 -1.54508 2.37095 -0.20 -0.27 0.08 -0.143
C 4.64821 -2.83768 1.64965 0.13 0.15 0.08 -0.128
C 3.47311 -2.58778 0.75375 0.35 -0.67 -0.55 -0.134
C 3.34141 -3.30798 -0.42675 -0.07 0.42 0.56 0.057
C 2.26631 -3.05878 -1.25785 -0.64 0.32 -0.21 -0.246
F 2.14981 -3.76418 -2.40955 0.09 0.17 0.29 0.059
C 1.30981 -2.12048 -0.94505 0.20 -0.23 -0.06 0.090
C 1.40151 -1.40518 0.26175 0.60 -0.32 -0.19 -0.030
C 0.37081 -0.45888 0.63035 -1.79 0.39 0.02 -0.256
O -0.63939 -0.27118 -0.13775 2.43 -1.73 1.31 -0.299
C 0.53461 0.17082 1.90085 -0.18 -0.13 -0.32 -0.010
C 1.62631 -0.09678 2.66335 0.25 -0.29 -0.35 0.051
N 2.63591 -0.91388 2.29005 -0.67 0.25 -0.03 0.028
C 2.51931 -1.62868 1.10985 -0.60 0.14 -0.33 -0.080
C -0.47989 1.10302 2.51715 -0.33 -0.02 -0.25 -0.596
O -0.25339 1.57782 3.61725 0.32 -0.02 0.35 0.066
O -1.54179 1.32062 1.84715 0.00 0.02 0.45 -0.252
H 5.13411 0.14412 4.31255 0.07 -0.01 0.07 0.083
H 3.45331 0.52172 4.64935 -0.03 0.08 0.07 0.080
H 4.19071 1.05422 3.12835 0.00 0.08 -0.08 0.085
H 3.52821 -1.81998 3.93505 0.11 0.09 -0.14 0.161
H 5.83141 -1.69318 3.04895 -0.02 0.06 0.01 0.122
H 5.25611 -0.77308 1.64445 0.06 0.05 0.03 0.125
H 4.40381 -3.61858 2.37895 0.05 0.02 -0.03 0.130
H 5.49801 -3.18708 1.06075 -0.06 -0.06 0.01 0.120
H 4.06791 -4.05788 -0.69375 0.13 -0.09 -0.05 0.129
H 0.48741 -1.93478 -1.61905 -0.12 0.05 -0.02 0.121
H 1.68061 0.37482 3.63005 0.05 0.12 0.04 0.136
O -5.05099 -0.52818 -1.01385 -0.64 0.06 -0.06 -0.243
C -5.18159 -1.85508 -1.45105 0.06 -0.29 -0.17 -0.245
C -3.87509 -2.62388 -1.18555 -0.25 0.02 0.12 -0.561
C -4.11769 -4.05928 -1.72035 -0.38 0.59 -0.12 -0.237
O -3.01169 -4.91638 -1.64845 0.57 -0.25 0.03 -0.048
C -2.71379 -2.01108 -1.96815 0.40 -0.20 0.01 -0.335
Se -2.79329 -0.04298 -2.13695 -0.54 -0.66 -0.85 0.852
C -3.53159 -2.66508 0.29855 0.29 0.59 0.13 -0.487
Se -3.19439 -0.91268 1.22225 0.24 -0.07 -0.01 0.712
H -5.90279 -0.15678 -0.76805 0.05 0.02 0.05 0.110
H -5.37859 -1.86578 -2.53675 -0.09 -0.12 0.08 0.127
H -6.00609 -2.35718 -0.93305 0.01 -0.06 -0.05 0.136
H -4.46369 -3.97228 -2.76525 -0.05 -0.06 0.13 0.125
H -4.90279 -4.54298 -1.13445 -0.02 0.08 -0.02 0.130
H -2.27849 -4.51448 -2.12945 -0.06 -0.03 0.05 0.081
H -2.74479 -2.35628 -3.01015 0.06 0.10 0.09 0.076
H -1.75639 -2.29398 -1.51765 -0.11 0.03 -0.06 0.069
H -2.62569 -3.26088 0.43845 -0.18 -0.03 -0.06 0.054
H -4.33999 -3.12778 0.86705 -0.04 -0.02 -0.02 0.059
N -7.58099 2.53562 2.92005 -0.82 -0.15 0.34 0.066
C -6.53769 2.64942 2.44145 -0.24 -0.28 -0.16 -0.423
N -5.37279 2.88782 1.96655 0.06 1.14 0.91 0.110
C -4.48969 2.41332 1.25525 1.63 -0.65 -1.60 -0.297
N -3.58679 2.12292 0.55245 -2.36 0.61 1.29 -0.133
```
Forces are in eV/Å.